{
  "formula": "C8H19BN4O4",
  "method": "the ωB97M-V functional and the def2-TZVPD basis",
  "elements": ["H", "N", "C", "N", "N", "C", "C", "N", "C", "C", "C", "C", "B", "O", "O", "C", "O", "O", "H", "H", "H", "H", "H", "H", "H", "H", "H", "H", "H", "H", "H", "H", "H", "H", "H", "H"],
  "positions_angstrom": [[1.387, 1.546, -3.457], [1.066, 0.949, -2.747], [1.916, 0.223, -2.114], [3.285, 0.315, -2.399], [1.636, -0.721, -1.116], [0.362, -0.981, -0.478], [0.543, -0.854, 1.068], [1.171, 0.430, 1.394], [-0.781, -0.933, 1.899], [-1.773, 0.259, 1.847], [-2.907, 0.178, 0.816], [-3.011, 1.414, -0.042], [-1.705, 1.601, -0.893], [-1.708, 0.999, -2.168], [-0.521, 2.126, -0.400], [1.522, -1.973, 1.437], [2.220, -2.474, 0.580], [1.633, -2.329, 2.766], [3.567, 0.604, -3.321], [3.945, -0.319, -1.965], [2.402, -1.353, -0.851], [-0.327, -0.151, -0.728], [-0.036, -1.970, -0.738], [0.634, 1.163, 0.897], [2.127, 0.402, 1.034], [-0.395, -1.056, 2.906], [-1.338, -1.849, 1.698], [-1.171, 1.130, 1.575], [-2.198, 0.514, 2.806], [-3.853, -0.030, 1.308], [-2.701, -0.689, 0.173], [-3.133, 2.298, 0.543], [-3.745, 1.382, -0.838], [-0.788, 0.908, -2.515], [0.344, 2.263, -0.832], [2.330, -3.023, 2.853]],
  "nbo_charge": [0.3635, -0.8734, 0.6271, -0.8445, -0.6470, -0.2344, 0.0087, -0.8409, -0.3996, -0.4195, -0.3810, -0.7771, 1.1396, -0.9405, -0.9633, 0.8201, -0.6289, -0.6762, 0.3915, 0.3837, 0.4265, 0.2366, 0.2058, 0.3934, 0.3604, 0.2337, 0.2025, 0.2179, 0.2166, 0.2040, 0.1958, 0.2183, 0.2398, 0.5159, 0.5253, 0.4997],
  "homo_lumo_gap_ev": 9.72,
  "e_lumo_ha": 0.01755,
  "smiles": "[H]/N=C(\\N)NC[C@@](N)(CCCCB(O)O)C(=O)O",
  "homo_energy_ev": -9.24,
  "de_lowest_kj_mol": 0.00,
  "multiplicity": 1,
  "mol_weight_g_mol": 246.08
}

{
  "formula": "C31H17BrCsF5IN3O2SSe",
  "method": "the ωB97M-V functional and the def2-TZVPD basis",
  "elements": ["Cs", "O", "N", "N", "O", "C", "C", "C", "C", "C", "C", "H", "H", "H", "H", "H", "S", "C", "C", "C", "C", "C", "C", "N", "C", "C", "C", "C", "C", "C", "C", "H", "H", "H", "H", "H", "H", "H", "H", "Br", "C", "C", "C", "C", "C", "C", "I", "H", "H", "H", "H", "F", "C", "C", "F", "C", "F", "C", "Se", "C", "F", "C", "F"],
  "positions_angstrom": [[-0.947, 0.424, 1.273], [-2.667, 2.365, 1.935], [-3.877, 2.167, 2.210], [-4.321, 1.068, 1.671], [-3.559, 0.319, 0.938], [-5.655, 0.695, 1.929], [-6.113, -0.508, 1.398], [-7.416, -0.913, 1.640], [-8.270, -0.133, 2.405], [-7.806, 1.068, 2.929], [-6.510, 1.491, 2.699], [-5.417, -1.090, 0.812], [-7.761, -1.853, 1.227], [-9.286, -0.458, 2.595], [-8.464, 1.686, 3.529], [-6.144, 2.421, 3.104], [1.658, -4.879, 0.971], [1.562, -4.409, -0.691], [1.939, -5.091, -1.844], [1.756, -4.473, -3.067], [1.206, -3.189, -3.144], [0.833, -2.510, -2.001], [1.008, -3.122, -0.757], [0.677, -2.543, 0.447], [0.948, -3.317, 1.448], [0.725, -3.031, 2.882], [1.158, -4.005, 3.798], [0.986, -3.809, 5.154], [0.381, -2.631, 5.580], [-0.034, -1.689, 4.650], [0.107, -1.812, 3.252], [2.369, -6.083, -1.783], [2.046, -4.988, -3.975], [1.076, -2.720, -4.111], [0.416, -1.513, -2.046], [1.638, -4.926, 3.478], [1.323, -4.558, 5.863], [0.238, -2.448, 6.643], [-0.494, -0.790, 5.061], [-2.613, 3.626, -5.016], [-0.979, 2.674, -5.173], [-0.424, 2.553, -6.440], [0.764, 1.869, -6.610], [1.399, 1.307, -5.506], [0.841, 1.432, -4.250], [-0.364, 2.116, -4.059], [-1.103, 2.236, -2.115], [-0.931, 3.000, -7.284], [1.193, 1.780, -7.599], [2.335, 0.777, -5.617], [1.342, 1.012, -3.386], [8.195, 5.145, 0.197], [7.020, 4.485, 0.301], [6.233, 4.267, -0.815], [6.650, 4.720, -2.016], [5.033, 3.592, -0.694], [4.327, 3.419, -1.823], [4.550, 3.102, 0.523], [2.896, 2.174, 0.664], [5.379, 3.342, 1.623], [5.027, 2.920, 2.845], [6.581, 4.015, 1.526], [7.343, 4.224, 2.620]],
  "mulliken_charge": [1.0268, -0.5404, -0.4607, 0.8590, -0.8312, 0.0287, -0.4127, -0.3776, -0.4371, -0.4008, -0.2835, 0.4143, 0.3220, 0.3494, 0.3313, 0.4481, -0.4311, 0.9535, -0.6269, -0.4042, -0.5390, -0.4161, -0.6270, -0.1998, -0.0206, 1.1359, -0.5788, -0.6330, -0.4860, -0.5851, -0.3751, 0.3598, 0.3400, 0.3996, 0.4990, 0.2116, 0.3477, 0.3041, 0.2806, -0.2224, 0.3768, -0.4240, -0.3528, -0.7809, -0.2334, -0.3297, 0.3778, 0.3615, 0.3476, 0.3995, 0.5141, -0.3356, 0.4504, 0.0187, -0.3286, 0.6090, -0.2480, -0.7748, -0.3835, 0.4710, -0.3096, 0.1732, -0.3206],
  "homo_lumo_gap_ev": 5.28,
  "e_lumo_ha": 0.12753,
  "total_charge": -2,
  "homo_energy_ev": -1.81,
  "de_lowest_kj_mol": 64.33,
  "multiplicity": 1,
  "mol_weight_g_mol": 1009.23
}

{
  "formula": "C29H34Br2F3O4PSi",
  "method": "the ωB97M-V functional and the def2-TZVPD basis",
  "elements": ["C", "C", "Br", "C", "Br", "Si", "C", "O", "C", "F", "F", "F", "P", "O", "O", "O", "H", "H", "H", "H", "H", "H", "H", "H", "H", "H", "C", "C", "C", "C", "C", "C", "H", "H", "H", "H", "H", "H", "C", "C", "C", "C", "C", "C", "H", "H", "H", "H", "H", "H", "C", "C", "C", "C", "C", "C", "H", "H", "H", "H", "H", "H", "C", "C", "C", "C", "C", "C", "H", "H", "H", "H", "H", "H"],
  "positions_angstrom": [[-2.032, 2.517, -0.378], [-1.139, 2.912, 0.784], [-0.314, 4.665, 0.349], [-0.020, 1.936, 1.081], [0.831, 2.445, 2.772], [-0.536, 0.129, 1.312], [-1.295, -0.672, -0.244], [-2.726, -0.614, -0.147], [-3.445, -1.101, -1.179], [-2.703, -1.798, -2.063], [-4.045, -0.084, -1.856], [-4.423, -1.920, -0.703], [1.326, -1.099, 1.685], [2.344, -0.438, 2.514], [0.892, -2.527, 2.214], [1.902, -1.389, 0.201], [-2.478, 3.399, -0.810], [-2.827, 1.877, -0.013], [-1.484, 2.004, -1.155], [-1.699, 3.098, 1.686], [0.759, 1.975, 0.330], [-1.469, -0.052, 2.438], [-0.971, -1.707, -0.270], [-0.942, -0.171, -1.137], [1.531, -2.837, 2.861], [2.559, -0.709, 0.018], [-2.987, 9.949, 1.301], [-3.315, 10.592, 0.116], [-3.097, 9.960, -1.100], [-2.553, 8.683, -1.130], [-2.226, 8.039, 0.055], [-2.441, 8.674, 1.270], [-3.155, 10.443, 2.249], [-3.742, 11.586, 0.140], [-3.350, 10.463, -2.024], [-2.384, 8.190, -2.079], [-1.804, 7.043, 0.034], [-2.182, 8.173, 2.194], [5.264, 0.278, -2.416], [4.298, 0.857, -1.605], [4.669, 1.514, -0.439], [6.008, 1.597, -0.087], [6.974, 1.022, -0.900], [6.602, 0.361, -2.063], [4.973, -0.235, -3.324], [3.252, 0.800, -1.887], [3.914, 1.960, 0.194], [6.297, 2.109, 0.821], [8.019, 1.087, -0.626], [7.356, -0.091, -2.693], [5.597, -5.041, 3.095], [5.853, -6.122, 2.265], [5.320, -6.156, 0.984], [4.532, -5.107, 0.532], [4.276, -4.025, 1.363], [4.808, -3.992, 2.644], [6.015, -5.014, 4.093], [6.471, -6.939, 2.615], [5.518, -7.001, 0.337], [4.117, -5.132, -0.467], [3.667, -3.204, 1.009], [4.612, -3.144, 3.289], [-6.232, -7.289, -1.015], [-6.603, -6.988, -2.317], [-6.438, -5.700, -2.806], [-5.896, -4.714, -1.993], [-5.523, -5.015, -0.691], [-5.693, -6.302, -0.202], [-6.362, -8.293, -0.633], [-7.022, -7.758, -2.952], [-6.731, -5.464, -3.820], [-5.766, -3.710, -2.374], [-5.100, -4.248, -0.059], [-5.404, -6.537, 0.815]],
  "mulliken_charge": [-1.1789, -0.0139, -0.1537, -0.6459, -0.0414, 0.0567, -0.7949, -0.3335, 0.8942, -0.2551, -0.2760, -0.2367, 0.8796, -0.6442, -0.5229, -0.4834, 0.5701, 0.2527, 0.2533, 0.4817, 0.5096, -0.1168, 0.6450, 0.4593, 0.3632, 0.2591, -0.3256, -0.4270, -0.3108, -0.5514, 0.1368, -0.4643, 0.3573, 0.3519, 0.3562, 0.3507, 0.1710, 0.3609, -0.4802, -0.3605, -0.1782, -0.5845, -0.3451, -0.4015, 0.3789, 0.4753, 0.3892, 0.3803, 0.3724, 0.3720, -0.3507, -0.4245, -0.3203, -0.5904, -0.0756, -0.5052, 0.3649, 0.3571, 0.3618, 0.3743, 0.4192, 0.4371, -0.3588, -0.3587, -0.4682, -0.2360, -0.2377, -0.4843, 0.3554, 0.3535, 0.3553, 0.3564, 0.3723, 0.3524],
  "homo_lumo_gap_ev": 9.56,
  "e_lumo_ha": 0.00862,
  "homo_energy_ev": -9.32,
  "multiplicity": 1,
  "mol_weight_g_mol": 722.45
}

{
  "formula": "C25H45ClF6IN2O6S3",
  "method": "the ωB97M-V functional and the def2-TZVPD basis",
  "elements": ["C", "C", "C", "C", "C", "C", "S", "C", "F", "C", "C", "C", "C", "N", "C", "C", "C", "C", "C", "S", "O", "O", "Cl", "N", "C", "I", "C", "C", "C", "C", "F", "S", "O", "O", "F", "H", "H", "H", "H", "H", "H", "H", "H", "H", "H", "H", "H", "H", "H", "H", "H", "H", "H", "H", "H", "H", "H", "H", "H", "H", "H", "H", "H", "H", "H", "H", "H", "H", "H", "H", "H", "H", "H", "H", "H", "C", "C", "O", "C", "O", "C", "F", "F", "F", "H", "H", "H", "H", "H"],
  "positions_angstrom": [[3.669, 1.172, 3.662], [2.354, 0.835, 2.758], [2.274, 1.493, 1.257], [2.443, 3.127, 1.543], [1.377, 3.756, 2.616], [0.701, 5.188, 2.159], [1.914, 6.452, 1.496], [0.727, 1.264, 0.782], [-0.308, 0.765, 1.764], [-0.163, 2.349, -0.028], [-1.733, 2.419, 0.553], [-2.476, 3.573, -0.404], [-4.061, 3.812, 0.005], [-4.542, 2.963, 1.161], [0.933, -0.172, -0.058], [-0.252, -0.653, -1.069], [-0.584, -2.270, -1.058], [-1.194, -2.830, 0.357], [-2.810, -3.117, 0.347], [-3.835, -1.640, 0.994], [-5.100, -2.146, 1.791], [-3.043, -0.752, 1.996], [-4.302, -0.477, -0.675], [2.400, -0.294, -0.393], [2.506, -0.764, -1.839], [2.741, -2.203, 0.444], [3.304, 0.880, 0.068], [4.777, 0.364, 0.458], [6.073, 1.288, 0.562], [6.135, 2.565, 1.569], [6.708, 1.749, -0.730], [3.538, 2.057, -1.416], [4.451, 1.527, -2.545], [2.218, 2.468, -2.107], [4.302, 3.565, -0.965], [4.608, 0.497, 3.487], [3.355, 0.952, 4.796], [4.031, 2.282, 3.665], [1.454, 1.156, 3.477], [2.266, -0.357, 2.768], [2.267, 3.750, 0.539], [3.507, 3.433, 1.911], [1.960, 3.989, 3.631], [0.491, 3.048, 2.914], [-0.234, 5.058, 1.430], [0.241, 5.661, 3.154], [3.197, 5.982, 1.850], [0.187, 3.465, 0.004], [-0.306, 2.115, -1.191], [-1.794, 2.843, 1.643], [-2.337, 1.437, 0.365], [-1.859, 4.567, -0.343], [-2.502, 3.150, -1.520], [-4.207, 4.944, 0.336], [-4.811, 3.634, -0.890], [-4.590, 1.946, 0.932], [-4.028, 3.150, 2.049], [0.793, -0.938, 0.849], [-0.181, -0.203, -2.173], [-1.252, -0.156, -0.641], [0.315, -2.958, -1.346], [-1.412, -2.438, -1.892], [-0.964, -2.167, 1.293], [-0.663, -3.879, 0.564], [-3.203, -3.470, -0.706], [-3.000, -3.976, 1.153], [2.071, -1.863, -2.007], [1.983, -0.071, -2.620], [3.677, -0.899, -2.032], [5.063, -0.456, -0.368], [4.764, -0.264, 1.476], [6.928, 0.559, 0.993], [5.555, 3.523, 1.238], [7.284, 2.909, 1.530], [5.995, 2.299, 2.725], [-5.975, -6.837, -5.043], [-5.973, -7.138, -3.555], [-4.637, -7.099, -3.032], [-4.126, -5.853, -2.771], [-4.742, -4.807, -2.965], [-2.725, -5.959, -2.174], [-1.927, -6.833, -2.853], [-2.749, -6.393, -0.881], [-2.058, -4.770, -2.163], [-5.299, -7.516, -5.573], [-6.981, -6.941, -5.458], [-5.623, -5.820, -5.242], [-6.352, -8.151, -3.385], [-6.627, -6.452, -3.003]],
  "mulliken_charge": [-0.9659, -0.5348, 1.0082, -0.9810, -0.3967, -0.3665, -0.2221, 0.9025, -0.4162, -1.0172, 0.5320, -0.3064, -0.5144, -0.5577, -0.7152, 0.1461, -0.6944, -0.6053, -0.5433, 1.1172, -0.5839, -0.5024, -0.1927, 0.3276, -0.8190, 0.4344, 0.2025, -0.9378, 0.0336, -0.9426, -0.3368, 1.5418, -0.5838, -0.5523, -0.3136, 0.2759, 0.3833, 0.1070, 0.3958, 0.0590, 0.6669, 0.0784, 0.3802, 0.1897, 0.0692, 0.4204, 0.1252, 0.5021, 0.3242, 0.2063, -0.5937, 0.1751, 0.2128, 0.2619, 0.2328, 0.2289, 0.2808, 0.0157, 0.5033, -0.5981, 0.2210, 0.3471, 0.3607, 0.3945, 0.0627, 0.3722, 0.2609, 0.3666, 0.3215, 0.1573, 0.4670, 0.3158, 0.1496, 0.4229, 0.2156, -1.0909, -0.1911, -0.2899, 0.3600, -0.5369, 0.8856, -0.2607, -0.2716, -0.2005, 0.3042, 0.3678, 0.3091, 0.3202, 0.3124],
  "homo_lumo_gap_ev": 4.81,
  "e_lumo_ha": -0.21639,
  "total_charge": 1,
  "homo_energy_ev": -10.70,
  "de_lowest_kj_mol": 1368.08,
  "multiplicity": 1,
  "mol_weight_g_mol": 842.19
}

{
  "formula": "C5H9NOSe",
  "method": "the ωB97M-V functional and the def2-TZVPD basis",
  "elements": ["C", "C", "C", "C", "C", "N", "O", "Se", "H", "H", "H", "H", "H", "H", "H", "H", "H"],
  "positions_angstrom": [[1.170, 1.988, -1.620], [-1.746, -1.402, 1.438], [1.075, 0.475, 1.264], [-1.512, -0.549, 0.185], [1.816, 0.741, -1.599], [0.611, 2.995, -1.486], [2.122, 0.035, -2.732], [0.498, -0.366, -0.453], [-1.299, -2.303, 1.136], [-2.851, -1.607, 1.371], [-1.393, -0.932, 2.437], [1.072, 1.519, 0.956], [0.523, 0.015, 2.115], [2.123, 0.028, 1.240], [-1.757, -1.267, -0.653], [-2.153, 0.293, -0.026], [1.702, 0.337, -3.573]],
  "nbo_charge": [0.1269, -0.6368, -0.7671, -0.5323, -0.0606, -0.3448, -0.6630, 0.5994, 0.2170, 0.2304, 0.2143, 0.2486, 0.2347, 0.2406, 0.2026, 0.2191, 0.4711],
  "homo_lumo_gap_ev": [7.64, 7.65],
  "e_lumo_ha": [-0.01438, -0.01438],
  "homo_energy_ev": [-8.04, -8.04],
  "de_lowest_kj_mol": 383.36,
  "multiplicity": 1,
  "mol_weight_g_mol": 178.09
}

{
  "formula": "CH5N2O",
  "method": "the ωB97M-V functional and the def2-TZVPD basis",
  "elements": ["C", "N", "N", "O", "H", "H", "H", "H", "H"],
  "positions_angstrom": [[0.156, -0.006, -1.185], [0.215, -0.874, 1.594], [-0.793, 0.400, -0.134], [-0.718, 1.612, 0.267], [0.435, -1.066, -1.245], [-0.388, 0.283, -2.121], [1.179, 0.616, -0.911], [0.662, -0.010, 1.973], [-0.748, -0.955, 1.762]],
  "nbo_charge": [-0.4828, -1.1179, -0.0065, -0.5408, 0.2053, 0.1671, 0.1617, 0.3036, 0.3103],
  "homo_lumo_gap_ev": [7.44, 6.51],
  "e_lumo_ha": [0.17846, 0.17844],
  "total_charge": -1,
  "homo_energy_ev": [-2.59, -1.66],
  "de_lowest_kj_mol": 443.64,
  "multiplicity": 1,
  "mol_weight_g_mol": 61.06
}

no.,calculated total energy (eV)
1,-23434.397
2,-209445.478
3,-204221.258
4,-111331.500
5,-74209.896
6,-6141.701